No. 1
DFT (wB97M-V/def2-TZVPD) results for a 2-piece molecular cluster, C21H30BClF3N2O11PS overall in a non-equilibrium geometry.

## Properties
HOMO-LUMO gap, eV: 8.2
HOMO level, eV: -8.71
LUMO energy, eV: -0.5
ΔE to the lowest compared entry with this formula, charge and spin, kcal/mol: 0.00
SMILES string: CC[C@H](Cl)c1c2c(c(COO)c(B(C)O)c1P(N)O)C(=O)N(CCCCS(=O)(=O)O)C2=O.CCOC(=O)C(F)(F)F

Geometry as XYZ:
```
71
C21H30BClF3N2O11PS, DFT wB97M-V/def2-TZVPD
O 3.48 6.56 -0.19
C -5.34 -2.09 1.26
H -3.86 -3.48 0.78
C -0.53 -1.59 0.43
O 4.98 -3.48 -3.68
H -5.98 -3.83 0.16
O 3.70 -4.34 -1.81
H 2.06 5.33 -0.94
C 1.58 -4.05 -3.92
C -6.37 -3.18 0.94
N -4.44 -0.62 4.03
H 0.24 1.30 3.60
C -0.30 -3.76 -2.19
H 0.37 2.88 2.87
H -1.26 -4.21 -2.42
H 3.51 3.33 -1.17
O -5.01 0.85 1.87
H -5.73 -1.54 2.11
H 4.92 4.27 -0.68
F 4.52 8.02 1.75
Cl -3.91 -3.59 3.06
H 2.81 -2.42 -4.54
H 1.04 1.25 1.35
H -7.31 -2.73 0.62
C 3.83 4.17 -0.58
H -6.59 -3.76 1.83
H 1.90 1.94 -1.88
C -0.34 2.16 3.29
C 0.83 -4.66 -2.74
S 3.93 -3.28 -2.73
H -0.23 -2.76 -2.62
C 0.89 0.47 0.61
O -2.26 -4.57 -0.10
H 1.78 -0.16 0.62
H -5.51 1.56 2.31
H 3.36 5.67 -2.07
O 2.02 1.58 -0.99
F 4.01 9.36 0.13
C 3.13 5.44 -1.03
H 1.48 -4.95 -1.93
N -0.25 -3.65 -0.69
F 6.07 8.78 0.46
C 0.42 -2.47 -0.33
C -0.37 -0.29 0.88
C -1.69 -2.31 0.62
H -5.30 -1.39 0.42
H -0.85 2.60 4.14
O 1.57 -2.21 -0.55
H 5.21 -1.89 -1.89
C -3.98 -2.70 1.51
H 0.36 -5.57 -3.09
H -5.44 -0.73 3.95
O 0.71 1.09 -0.66
H 3.62 3.97 0.47
H -4.20 -0.25 4.94
P -3.78 0.49 2.90
C -1.45 0.28 1.59
C 4.82 8.35 0.49
O -2.13 2.74 1.54
C -2.78 -1.79 1.34
C -1.52 -3.63 -0.05
H 0.86 -3.72 -4.66
C 4.62 7.16 -0.46
H 2.20 -4.80 -4.39
O 5.40 6.87 -1.32
H -2.15 3.51 2.11
B -1.36 1.78 2.14
H 1.90 -2.05 -3.11
C -2.62 -0.48 1.83
C 2.46 -2.84 -3.60
O 4.25 -1.94 -1.94
```

=====

No. 2
DFT (wB97M-V/def2-TZVPD) results for C21H30BN3O2ReSe5 as an isolated structure in a non-equilibrium geometry.

## Properties
2S+1: 4
HOMO-LUMO gap (spin up / spin down), eV: 5.3 / 5.7
HOMO level (spin up / spin down), eV: -6.60 / -7.43
LUMO energy (spin up / spin down), eV: -1.3 / -1.7
ΔE to the lowest compared entry with this formula, charge and spin, kcal/mol: 37.84

Geometry as XYZ:
```
63
C21H30BN3O2ReSe5, DFT wB97M-V/def2-TZVPD
H -1.32 -2.50 2.14
C -0.82 0.81 3.62
Re -0.39 -0.25 -0.27
C 0.36 -1.24 2.54
C -0.63 -2.26 2.96
H -0.58 2.79 -4.23
H 4.02 -0.90 0.72
H 1.01 2.83 2.72
C 1.59 -1.49 1.88
H -1.79 0.42 3.33
C -0.56 3.00 0.11
C -0.75 1.79 -4.62
C 1.44 0.77 2.37
O -1.75 1.27 -2.53
C -1.60 -0.84 -5.53
C -3.60 -0.81 -4.01
H 0.12 1.19 -4.36
H -4.23 -0.51 -4.84
N -2.28 0.04 0.76
H 3.61 0.80 0.51
C -1.50 3.96 0.50
H -0.70 0.62 4.69
C 2.27 -0.28 1.77
H -0.86 1.84 -5.69
C 3.63 -0.03 1.23
H -0.12 -3.19 3.22
H 2.66 2.34 3.13
H -1.22 -1.92 3.81
H 4.31 0.26 2.03
H -4.00 -0.41 -3.08
Se 1.58 0.20 -1.49
H -0.83 1.90 3.48
C -2.73 3.60 1.02
C -2.00 1.21 -3.95
Se -0.69 -2.58 -0.67
N -4.14 1.64 1.55
C 0.29 0.18 2.84
C 1.84 2.20 2.42
C -3.22 2.06 -4.29
Se -3.95 -0.12 1.40
H -2.13 -0.40 -6.36
H 2.96 -2.79 0.88
C -2.16 -0.32 -4.21
O -1.40 -0.89 -3.13
H -0.54 -0.62 -5.61
Se 2.55 -1.85 -2.24
Se 0.65 -3.18 -2.50
B -1.29 0.04 -2.16
H -3.46 4.34 1.30
H -3.59 -1.89 -3.94
H 2.20 2.53 1.45
C -3.02 2.24 1.13
C 2.08 -2.85 1.52
C -2.00 1.34 0.71
H 1.31 -3.42 1.00
H 0.40 3.28 -0.30
H -1.72 -1.92 -5.55
H -4.06 1.80 -3.66
H 2.35 -3.40 2.42
H -2.98 3.10 -4.12
H -1.24 5.00 0.38
H -3.49 1.92 -5.33
N -0.81 1.70 0.22
```

=====

> ΔE to the lowest compared entry with this formula, charge and spin of number 1 (C21H30BClF3N2O11PS)?

0.00 kcal/mol

=====

> Which of these has the highest ΔE to the lowest compared entry with this formula, charge and spin?

C21H30BN3O2ReSe5

=====

> Among the records above, which one has the highest ΔE to the lowest compared entry with this formula, charge and spin?

C21H30BN3O2ReSe5